[1]
An isolated molecule of C4H3NO2 at a distorted geometry. Source: OMol25; level of theory: the ωB97M-V functional and the def2-TZVPD basis.

```
! RIJCOSX wB97M-V def2-TZVPD def2/J DEFGRID3
* xyz 0 1
N -1.3244 -2.1689 0.1273
C -1.0431 -1.0063 -0.1092
C -0.8251 0.2835 -0.2715
C 0.2867 0.9312 0.5161
C 1.5914 1.0071 -0.3323
O 0.9962 0.2101 1.3524
O 2.6572 0.7831 -0.6920
H -0.8782 -2.8766 -0.4527
H -1.4693 0.8658 -0.9228
H 0.0085 1.9710 0.7847
*
```

Properties
- energy relative to the best compared isomer or geometry (same formula, charge and spin) (kcal per mole) = 93.0
- orbital gap (eV) = 9.7
- lowest unoccupied orbital energy (eV) = 0.310
- max |F| (eV/Å) = 1.52

Here are the Löwdin charges for atoms 1 to 5, given in e: atom 1 (N): 0.1769, atom 2 (C): -0.1600, atom 3 (C): -0.0550, atom 4 (C): -0.4939, atom 5 (C): 0.0420



[2]
An isolated molecule of C4H3NO2 at a distorted geometry. Source: OMol25; level of theory: the ωB97M-V functional and the def2-TZVPD basis.

```
! RIJCOSX wB97M-V def2-TZVPD def2/J DEFGRID3
* xyz 0 1
O -1.9690 -0.4718 -0.1150
C -1.5237 0.4425 0.5215
C 0.0999 -0.7016 1.2681
N -0.0958 0.6606 0.5765
C 0.6509 0.5927 -0.6190
C 1.2417 -0.5946 -0.6589
O 0.8872 -1.3517 0.4520
H -2.1064 1.0597 1.2142
H 0.8561 1.4006 -1.3157
H 1.9592 -1.0366 -1.3237
*
```

Properties
- energy relative to the best compared isomer or geometry (same formula, charge and spin) (kcal per mole) = 91.6
- orbital gap (eV) = 10.3
- lowest unoccupied orbital energy (eV) = 0.525
- max |F| (eV/Å) = 2.15

Here are the Löwdin charges for atoms 1 to 5, given in e: atom 1 (O): 0.0921, atom 2 (C): -0.2986, atom 3 (C): 0.0346, atom 4 (N): -0.0410, atom 5 (C): -0.0837



[3]
An isolated molecule of C4H3NO2 at a distorted geometry. Source: OMol25; level of theory: the ωB97M-V functional and the def2-TZVPD basis.

```
! RIJCOSX wB97M-V def2-TZVPD def2/J DEFGRID3
* xyz 0 1
C -1.4029 -0.7104 0.1544
C 0.4608 -0.4700 -1.0429
C 0.9715 0.5953 -0.2210
C 0.1628 0.9297 0.9165
H 1.0142 -0.8787 -1.8689
H 2.0780 0.9326 -0.3778
H 0.6578 1.7096 1.5983
N -0.6596 -1.0347 -0.9333
O -2.2627 -1.4627 0.6699
O -1.0198 0.3893 1.1049
*
```

Properties
- energy relative to the best compared isomer or geometry (same formula, charge and spin) (kcal per mole) = 43.4
- orbital gap (eV) = 9.3
- lowest unoccupied orbital energy (eV) = -0.423
- SMILES string = O=c1nccco1
- max |F| (eV/Å) = 6.36

Here are the Löwdin charges for atoms 1 to 5, given in e: atom 1 (C): -0.3796, atom 2 (C): -0.1605, atom 3 (C): -0.0374, atom 4 (C): -0.1043, atom 5 (H): 0.1132



[4]
An isolated molecule of C4H3NO3 at a distorted geometry. Source: OMol25; level of theory: the ωB97M-V functional and the def2-TZVPD basis.

```
! RIJCOSX wB97M-V def2-TZVPD def2/J DEFGRID3
* xyz 0 1
C -1.6096 0.3825 0.0752
C -0.0694 0.2239 0.6216
C 0.8633 -0.4574 -0.5009
C 2.2551 0.1348 -0.4140
H -1.1775 -1.4057 -0.0635
H 0.3258 0.7553 1.4635
H 0.2409 -0.8384 -1.3649
N 3.1759 0.7889 0.0046
O -1.9002 -0.9000 -0.3530
O -2.2440 1.3965 -0.0968
O 0.3620 -1.2136 0.6049
*
```

Properties
- energy relative to the best compared isomer or geometry (same formula, charge and spin) (kcal per mole) = 83.4
- orbital gap (eV) = 11.3
- lowest unoccupied orbital energy (eV) = 0.063
- SMILES string = N#C[C@H]1O[C@@H]1C(=O)O
- max |F| (eV/Å) = 5.91

Here are the Löwdin charges for atoms 1 to 5, given in e: atom 1 (C): -0.3799, atom 2 (C): 0.0064, atom 3 (C): -0.1753, atom 4 (C): -0.1010, atom 5 (H): 0.0239



[5]
A cluster of 2 separate species, C4H3NO3 in total at a distorted geometry. Source: OMol25; level of theory: the ωB97M-V functional and the def2-TZVPD basis.

```
! RIJCOSX wB97M-V def2-TZVPD def2/J DEFGRID3
* xyz 0 1
C 2.7906 0.7625 0.1263
C 3.0109 -0.5068 -0.6229
C -0.6599 1.4848 -0.3973
C -1.1481 0.9017 0.6426
N 1.9230 -0.2687 0.1853
O 3.1546 1.7018 0.7005
O 3.6815 -1.3296 -1.1297
O 0.0632 1.9064 -1.2009
H -0.7870 1.1498 1.6483
H 0.9447 -0.7287 0.4888
H -2.0275 0.2532 0.5476
*
```

Properties
- energy relative to the best compared isomer or geometry (same formula, charge and spin) (kcal per mole) = 91.0
- orbital gap (eV) = 10.0
- lowest unoccupied orbital energy (eV) = 0.247
- SMILES string = O=c1[nH]c1=O.C=C=O
- max |F| (eV/Å) = 5.48

Here are the Löwdin charges for atoms 1 to 5, given in e: atom 1 (C): -0.4107, atom 2 (C): -0.3470, atom 3 (C): -0.2960, atom 4 (C): -0.0210, atom 5 (N): 0.2313



[6]
An isolated molecule of C4H3NOS at a distorted geometry. Source: OMol25; level of theory: the ωB97M-V functional and the def2-TZVPD basis.

```
! RIJCOSX wB97M-V def2-TZVPD def2/J DEFGRID3
* xyz 0 1
C -0.0220 -1.3858 -0.1086
C 0.6334 -0.1991 -0.4347
C -0.0809 0.9269 -0.3038
C 1.3313 0.9370 0.1236
N -1.3136 -1.3167 0.1056
O -2.9065 0.6776 -0.3241
S -1.7425 0.3396 0.3979
H 0.4194 -2.2788 -0.1961
H 1.5287 0.9452 1.1373
H 2.1526 1.3541 -0.3972
*
```

Properties
- energy relative to the best compared isomer or geometry (same formula, charge and spin) (kcal per mole) = 103.0
- orbital gap (eV) = 8.9
- lowest unoccupied orbital energy (eV) = -0.946
- max |F| (eV/Å) = 3.97

Here are the Löwdin charges for atoms 1 to 5, given in e: atom 1 (C): -0.1773, atom 2 (C): -0.2168, atom 3 (C): -0.1639, atom 4 (C): -0.0683, atom 5 (N): -0.1030



One value per record, in order, for calculated total energy: -9777.654 -9777.713 -9779.806 -11825.918 -11825.586 -18563.786 eV.